No. 1
DFT (wB97M-V/def2-TZVPD) results for a 2-piece molecular cluster, CH2O3S overall.

Element x y z (Å)
C 1.425 -0.274 0.252
O -1.579 1.543 -0.127
O -2.288 -0.612 -1.015
O 0.520 -0.407 1.015
S -1.992 0.201 0.163
H 1.456 -0.439 -1.010
H 2.458 -0.012 0.721

- gap between HOMO and LUMO (eV) = 10.054
- relative energy (zero: lowest compared OMol25 entry of this formula, charge and spin) (eV) = 0.490
- calculated total energy (Eh) = -663.1549

No. 2
DFT (wB97M-V/def2-TZVPD) results for a 2-piece molecular cluster, C6H15NO overall.

Element x y z (Å)
C -0.527 -1.679 -2.053
C 0.395 -0.614 -1.469
C -0.312 0.586 -0.846
C -1.266 0.145 0.365
N -1.012 1.360 -1.837
H -1.112 -1.287 -2.882
H -1.203 -2.074 -1.298
H 0.070 -2.505 -2.438
H 1.026 -1.069 -0.698
H 1.051 -0.233 -2.256
H 0.453 1.250 -0.427
H -0.865 -0.624 1.021
H -1.587 1.031 0.915
H -2.148 -0.312 -0.076
H -1.459 2.167 -1.415
H -1.730 0.807 -2.309
C 1.131 0.664 3.040
C 1.826 0.123 1.828
O 1.795 -1.022 1.452
H 0.640 1.597 2.773
H 0.416 -0.051 3.439
H 1.883 0.896 3.796
H 2.537 0.846 1.375

- gap between HOMO and LUMO (eV) = 10.024
- SMILES string = CC[C@H](C)N.CC=O
- relative energy (zero: lowest compared OMol25 entry of this formula, charge and spin) (eV) = 1.353
- calculated total energy (Eh) = -367.5816